Entry A
Molecular formula: C6H9N3O2
Method: DFT, ωB97M-V with the def2-TZVPD basis set

Last columns: bonded neighbours and bond lengths (Å).
Positions of all 20 atoms, in Å:
1 N -2.685 1.518 0.000  C2 1.561, H12 1.037, H13 1.009
2 C -1.450 0.670 -0.438  N1 1.561, C3 1.579, C9 1.570, H14 1.075
3 C -0.179 1.192 0.339  C2 1.579, C4 1.511, H15 1.072, H16 1.161
4 C 1.050 0.314 0.280  C3 1.511, C5 1.336, N8 1.554
5 C 1.584 -0.910 0.324  C4 1.336, N6 1.436, H17 1.037
6 N 3.009 -0.851 0.161  C5 1.436, C7 1.343, H18 1.000
7 C 3.325 0.373 -0.290  N6 1.343, N8 1.325, H19 1.076
8 N 2.270 1.167 -0.167  C4 1.554, C7 1.325
9 C -1.736 -0.841 -0.119  C2 1.570, O10 1.177, O11 1.342
10 O -0.993 -1.743 -0.256  C9 1.177
11 O -3.019 -1.120 0.156  C9 1.342, H20 0.957
12 H -2.516 2.521 -0.204  N1 1.037
13 H -2.730 1.495 1.007  N1 1.009
14 H -1.438 0.671 -1.513  C2 1.075
15 H -0.282 1.240 1.405  C3 1.072
16 H -0.195 2.269 -0.094  C3 1.161
17 H 1.152 -1.851 0.270  C5 1.037
18 H 3.629 -1.583 -0.122  N6 1.000
19 H 4.278 0.828 -0.496  C7 1.076
20 H -3.513 -0.312 0.021  O11 0.957

Output
SMILES = N[C@@H](Cc1c[nH]cn1)C(=O)O
E_HOMO = -0.33253 Eh
Charge = 0

Entry B
Molecular formula: C6H9N3O2
Method: DFT, ωB97M-V with the def2-TZVPD basis set

Last columns: bonded neighbours and bond lengths (Å).
Positions of all 20 atoms, in Å:
1 N -3.291 -1.065 -0.237  C2 1.366, H12 1.086, H13 0.950
2 C -2.133 -0.518 0.240  N1 1.366, O3 1.213, N4 1.376
3 O -2.113 0.444 0.979  C2 1.213
4 N -0.972 -0.984 -0.334  C2 1.376, C5 1.487, H14 1.047
5 C 0.296 -0.959 0.444  N4 1.487, N6 1.420, C8 1.535, C9 1.514
6 N 1.133 -2.081 0.205  C5 1.420, O7 1.213
7 O 0.622 -2.926 -0.500  N6 1.213
8 C 0.719 -0.105 1.647  C5 1.535, C9 1.448, H15 1.068, H16 1.057
9 C 1.278 0.189 0.345  C5 1.514, C8 1.448, C10 1.480, C11 1.438
10 C 2.584 0.278 -0.346  C9 1.480, C11 1.591, H17 1.016, H18 1.121
11 C 1.321 1.183 -0.694  C9 1.438, C10 1.591, H19 1.100, H20 1.109
12 H -3.224 -1.444 -1.252  N1 1.086
13 H -3.978 -0.442 -0.034  N1 0.950
14 H -0.727 -1.894 -0.789  N4 1.047
15 H 1.373 -0.607 2.327  C8 1.068
16 H -0.091 0.493 1.968  C8 1.057
17 H 2.849 -0.450 -1.002  C10 1.016
18 H 3.485 0.822 0.038  C10 1.121
19 H 1.240 2.253 -0.455  C11 1.100
20 H 0.678 0.867 -1.540  C11 1.109

Output
SMILES = NC(=O)N[C@]1(N=O)CC12CC2
E_HOMO = -0.34827 Eh
Charge = 0

So which one is most stable? That would be entry A, about 2.899 eV below the next structure.